Molecular formula: C9H18Cl2IrOS
Method: DFT, ωB97M-V/def2-TZVPD

Summary:
Relative energy (zero: lowest compared OMol25 entry of this formula, charge and spin) ... 32.4 kcal/mol
2S+1 ... 6
Total charge ... 0
<S²> ... 8.777
E ... -50383.328 eV
F_max ... 0.1251 hartree/bohr
Kohn-Sham gap (spin up / spin down) ... 6.172 / 6.844 eV
LUMO level (spin up / spin down) ... 0.31 / -1.89 eV

Atoms and positions in Å:
Ir: 0.954663 -0.134912 0.105104
Cl: -0.152606 -2.070668 -0.566411
Cl: 1.452839 1.808922 1.239463
C: 2.739028 -0.441756 -0.185650
H: 3.479658 0.377308 -0.257741
H: 3.067528 -1.141830 -0.999696
C: -0.465715 1.363718 -1.176449
C: 0.658109 0.763284 -1.592608
H: -0.346802 2.386974 -0.761843
C: 0.797002 -0.343719 -2.689865
H: 1.698895 1.220781 -1.406811
C: -0.411189 -0.167639 -3.612198
H: 1.773847 -0.120607 -3.136198
H: 0.852595 -1.417024 -2.347392
C: -1.720613 -0.114240 -2.815076
H: -0.263448 0.779658 -4.151718
H: -0.437476 -0.979056 -4.345450
C: -1.774473 1.032639 -1.748365
H: -2.553416 -0.023648 -3.521085
H: -1.832359 -1.067911 -2.282935
H: -2.202944 1.905516 -2.254125
H: -2.493394 0.704871 -0.995830
C: -0.689354 0.877007 3.969442
S: 0.526672 -0.274601 3.281966
C: 0.073068 -1.668988 4.335500
O: -0.005097 -0.746226 1.901730
H: -0.422762 1.012134 5.025060
H: -1.703572 0.461045 3.894471
H: -0.609426 1.833383 3.440990
H: -1.004198 -1.867152 4.288359
H: 0.644228 -2.544427 4.013301
H: 0.370718 -1.402837 5.352061

Atoms 1-3, force components in eV/Å:
-3.2193 -1.6278 3.1794
-1.2690 -1.6443 0.7080
0.0366 2.0022 1.5243

natural (NBO) atomic charge list, values in e, 2 entries: 1.278, -0.470